C2H3N5O in the gas phase in a non-equilibrium geometry. Source: OMol25; level of theory: ωB97M-V/def2-TZVPD.

The HOMO energy is -10.129 eV. Its molar mass is 113.080 g/mol. The lowest unoccupied orbital energy is -0.32 eV. Its total charge is 0. Its structure (SMILES) is [H]/N=C\n1nno/c1=N/[H]. The orbital gap is 0.36048 Ha.

```
11
C2H3N5O ωB97M-V/def2-TZVPD
H 1.884 -1.360 -0.350
N 2.339 -0.457 -0.354
C 1.316 0.143 -0.017
N -0.083 -0.367 0.395
N -0.433 -1.621 0.183
N -1.647 -1.633 -0.110
O -2.335 -0.278 -0.309
C -1.198 0.462 -0.032
N -1.101 1.782 -0.088
H -0.177 2.042 0.456
H 1.436 1.287 0.226
```

These are the Löwdin partial charges, in e, on atoms 1 to 2: 0.04, 0.15


A molecular structure, C2H3N5O in a non-equilibrium geometry. Source: OMol25; level of theory: ωB97M-V/def2-TZVPD.

The HOMO energy is -9.386 eV. Its molar mass is 113.080 g/mol. The lowest unoccupied orbital energy is -1.70 eV. Its total charge is 0. The orbital gap is 0.28228 Ha.

```
11
C2H3N5O ωB97M-V/def2-TZVPD
C 1.267 -1.471 0.611
C -0.619 0.231 -0.645
H -0.859 2.201 0.531
H 1.637 -2.117 1.514
H -1.906 0.676 -1.700
N 0.204 0.561 0.455
N 1.066 -0.313 1.056
N 0.722 -1.820 -0.583
N -0.316 -1.070 -1.071
N -1.520 1.160 -0.951
O 0.325 1.962 0.782
```

These are the Löwdin partial charges, in e, on atoms 1 to 2: -0.24, -0.41


Computed energy above the lowest of the compared OMol25 structures with the same formula, charge and spin (kJ/mol) in order:
512.66; 683.90